The following is a DFT calculation (the ωB97M-V functional and the def2-TZVPD basis) of a structure of composition C6H12O at a distorted geometry.

Summary:
LUMO (eV): 0.756
Relative energy (zero: lowest compared OMol25 entry of this formula, charge and spin) (eV): 4.192
2S+1: 1
Net charge: 0

Element x y z (Å)
O: -2.281 -0.406 -0.774
H: 1.018 1.508 -1.424
C: -1.449 -0.254 0.320
H: 1.558 1.199 1.108
H: -0.052 1.801 1.565
H: 2.477 -0.822 0.565
H: -0.530 2.222 -0.917
C: -0.087 0.304 -0.002
H: 2.090 -2.531 -0.015
C: 0.516 0.914 1.268
C: -0.023 1.287 -1.173
H: -0.656 -1.562 0.332
H: 0.491 0.210 2.104
C: 0.528 -1.091 -0.346
C: 1.789 -1.493 0.069
H: -3.086 -0.864 -0.497
H: 0.161 -1.409 -1.329
H: -0.505 0.879 -2.064
H: -1.962 0.107 1.211

The following is a DFT calculation (the ωB97M-V functional and the def2-TZVPD basis) of a structure of composition C34H25Cl5N5O3RbS.

Summary:
LUMO (eV): 3.674
Relative energy (zero: lowest compared OMol25 entry of this formula, charge and spin) (eV): 0.161
2S+1: 1
Net charge: -2

Element x y z (Å)
C: -5.359 1.935 1.271
Cl: -4.220 4.645 3.999
H: -1.018 0.692 -6.424
H: 3.236 0.096 5.445
C: 3.961 -1.671 0.990
C: -1.977 -0.429 -4.863
H: -4.514 -4.522 2.646
H: 1.717 0.645 -1.617
C: -5.376 2.993 2.182
H: 1.010 5.387 -1.646
O: 0.680 -2.153 -2.020
H: -2.307 -2.309 2.638
C: 0.641 4.394 -1.415
C: 0.663 3.920 -0.116
C: 0.126 3.590 -2.422
C: -1.202 0.604 -5.360
Rb: -1.134 -1.217 -0.134
C: -2.578 -3.358 2.575
C: -2.152 -0.498 -3.489
H: -2.311 -5.779 1.908
C: 3.345 1.246 -2.903
N: -1.637 0.385 -2.645
C: -0.647 1.520 -4.479
Cl: -1.593 2.994 3.546
H: 4.331 -2.112 0.075
H: 5.061 1.530 -4.167
C: 4.840 -0.521 -3.574
C: 4.086 -1.438 -2.848
C: 1.239 0.270 4.707
Cl: -6.835 3.895 2.459
C: 4.469 0.818 -3.603
H: 0.072 3.955 -3.440
Cl: -6.820 1.527 0.412
C: -4.172 1.236 1.070
H: -0.642 0.337 3.612
H: 0.824 0.692 5.614
C: 2.591 0.335 -2.180
C: -2.988 1.507 1.741
Cl: -4.182 -0.087 -0.098
C: -3.064 2.557 2.622
H: -1.776 -5.400 0.411
C: 2.609 -1.359 1.087
H: -4.662 -2.832 1.950
H: -2.418 -1.171 -5.515
H: 3.055 2.291 -2.919
H: -0.005 2.311 -4.845
H: -2.731 -1.302 -3.041
H: 5.890 -1.748 1.935
H: -2.106 -3.996 3.319
C: 0.409 0.061 3.585
N: -0.327 1.875 -0.840
C: 3.069 -0.605 3.411
C: -4.020 -3.679 2.166
H: 5.119 -0.819 4.088
C: 4.849 -1.472 2.064
C: -0.897 1.380 -3.119
O: 2.659 -3.406 -1.249
O: -2.744 -3.213 0.081
C: -4.207 3.316 2.867
C: -0.343 2.324 -2.092
S: 1.922 -2.158 -1.270
C: 4.433 -0.956 3.258
C: 2.964 -1.004 -2.160
H: 5.719 -0.852 -4.116
C: 2.156 -0.789 2.344
N: 1.646 -1.508 0.122
N: 0.844 -0.441 2.459
C: 0.157 2.648 0.123
H: 0.121 2.233 1.126
H: 4.347 -2.489 -2.805
H: 1.046 4.521 0.699
C: -2.904 -3.933 1.176
N: -2.590 -5.377 1.018
C: 2.558 -0.058 4.611

The following is a DFT calculation (the ωB97M-V functional and the def2-TZVPD basis) of the molecule C3H10N2O at a distorted geometry.

Summary:
LUMO (eV): 0.879
Relative energy (zero: lowest compared OMol25 entry of this formula, charge and spin) (eV): 1.502
2S+1: 1
Net charge: 0

Element x y z (Å)
C: 0.463 0.038 -0.143
H: -0.174 -2.047 -0.213
H: -0.364 -1.137 -2.750
H: -1.293 -0.722 -0.965
H: -1.032 1.185 0.679
H: 0.259 -0.615 2.577
H: 0.631 1.391 1.438
O: 0.227 -1.460 -2.075
H: -0.772 0.541 3.047
C: -0.280 -1.109 -0.767
H: 1.188 0.930 -1.842
H: 1.442 -0.304 0.197
N: -0.549 -0.074 2.278
N: 0.623 1.199 -1.038
H: -0.230 1.484 -1.515
C: -0.138 0.703 1.093

The following is a DFT calculation (the ωB97M-V functional and the def2-TZVPD basis) of a structure of composition C20H23Cl2NO10PW at a distorted geometry.

Summary:
LUMO (spin up / spin down) (eV): -5.232 / -5.232
Relative energy (zero: lowest compared OMol25 entry of this formula, charge and spin) (eV): 0.491
2S+1: 1
Net charge: +1

Element x y z (Å)
C: 2.123 -0.218 -1.434
H: 1.566 -1.008 -1.943
H: 4.189 0.464 -1.270
C: -0.586 -3.300 -2.966
H: 0.025 -4.013 -4.892
C: -0.951 -2.190 -2.203
H: 3.796 0.233 1.102
H: 1.601 -2.162 2.895
C: -3.971 3.243 2.062
H: -2.206 2.556 4.875
C: -3.730 2.085 1.336
Cl: -4.953 4.480 1.380
H: 1.591 -3.722 2.076
C: -0.994 -0.930 -2.783
C: -2.356 1.279 3.166
H: 3.806 -0.374 -2.765
C: -2.639 2.426 3.892
O: -0.193 2.378 1.233
H: 2.855 1.667 0.738
C: 2.820 0.704 1.251
H: -3.658 4.317 3.884
C: -1.248 -2.424 -0.767
C: -1.338 0.323 3.683
O: -1.297 -3.485 -0.233
C: 2.006 -2.090 0.750
P: 1.655 -0.345 0.325
C: -0.643 -0.812 -4.113
C: 3.623 -0.367 -1.691
C: -2.913 1.113 1.896
C: 2.531 0.881 2.739
O: -0.527 -0.172 2.664
C: -3.444 3.409 3.337
H: -4.180 1.947 0.363
H: -0.023 -1.743 -5.931
H: 0.229 -2.633 1.894
O: 0.975 2.776 -0.809
H: 3.094 -2.147 0.854
O: -1.426 -1.279 -0.008
H: 1.610 1.436 2.906
O: -1.135 0.030 4.812
C: -0.256 -3.151 -4.303
W: -0.712 0.238 0.824
O: -0.494 0.628 -5.903
H: 2.449 -0.071 3.262
H: -0.567 -4.274 -2.497
H: -2.909 0.127 1.407
C: -0.281 -1.894 -4.893
H: 1.757 -2.671 -0.143
H: -1.280 -0.039 -2.248
N: -0.625 0.544 -4.705
H: 1.752 0.729 -1.824
O: -0.793 1.478 -3.944
O: -0.955 4.045 -0.317
C: 1.314 -2.674 1.979
H: 3.343 1.443 3.197
O: -1.158 1.681 -0.714
Cl: -0.290 2.826 -0.196
H: 4.022 -1.298 -1.286

The following is a DFT calculation (the ωB97M-V functional and the def2-TZVPD basis) of the ion C5H13N2 with charge +2 at a distorted geometry.

Summary:
LUMO (spin up / spin down) (eV): -7.813 / -13.745
Relative energy (zero: lowest compared OMol25 entry of this formula, charge and spin) (eV): 3.684
2S+1: 2
Net charge: +2

Element x y z (Å)
N: 0.978 -0.150 -1.634
H: -1.448 -0.301 0.414
H: 1.077 -0.228 2.000
C: -0.347 -0.293 0.519
N: 0.058 1.180 -3.376
C: -0.031 -0.510 2.016
H: -1.066 1.338 2.476
H: 0.146 -1.549 2.346
H: -0.745 1.742 -3.611
C: 0.036 0.221 -2.473
H: -0.118 0.299 3.809
C: 0.625 -0.958 -0.451
H: -0.987 -0.025 -2.190
H: -0.152 0.791 0.283
C: -0.809 0.405 2.964
H: 1.958 -0.155 -1.883
H: 0.973 1.413 -3.742
H: 0.063 -1.869 -0.760
H: 1.557 -1.365 -0.062
H: -1.767 0.011 3.356

The following is a DFT calculation (the ωB97M-V functional and the def2-TZVPD basis) of a cluster of 10 separate species, C53H59BCl3O33P in total at a distorted geometry.

Summary:
LUMO (eV): -1.734
2S+1: 1
Net charge: 0

Element x y z (Å)
H: -5.491 0.239 -4.383
O: 2.090 -0.193 -8.462
O: -2.523 2.591 3.580
H: -0.443 -0.479 1.548
H: -4.223 0.355 -6.971
O: 6.536 0.976 8.274
C: -2.141 0.278 -5.940
C: -0.842 -1.516 -4.059
H: 4.747 0.864 4.418
O: -5.536 -1.550 7.538
H: -3.253 2.052 -7.054
H: 5.315 7.178 -5.192
C: -0.750 0.451 -6.852
H: -1.338 3.506 5.014
H: -3.500 5.189 5.189
C: 0.524 -1.361 -4.953
C: -4.775 -0.076 -0.434
C: -5.848 -3.977 -1.781
O: -3.610 0.698 -0.649
C: 4.558 -2.209 -2.316
C: 2.031 -0.252 -7.129
C: 2.477 6.010 -4.909
H: -3.543 -5.017 6.172
H: -0.385 1.683 2.569
H: -0.827 -2.187 -3.093
C: 5.272 6.130 -5.748
O: -5.517 -2.368 9.674
O: -3.192 -0.650 1.106
O: 7.194 0.010 6.308
O: 1.569 -0.235 1.982
P: -0.751 1.544 -8.418
Cl: 2.052 -3.086 -1.027
C: -3.499 1.091 -6.393
H: 6.165 1.933 4.551
O: 1.889 -3.436 -4.272
C: -6.055 -2.255 8.585
H: -4.999 0.108 1.710
O: -3.786 2.720 -4.155
O: -2.464 -6.975 3.871
O: -1.261 -2.848 5.151
C: 6.480 4.005 -7.245
H: 0.480 3.453 -8.789
H: 2.883 -0.698 -1.551
C: 6.380 0.788 7.079
O: 3.369 0.840 2.897
H: -0.733 0.698 4.012
C: 0.228 -0.385 2.407
H: -4.383 -6.558 5.868
H: -6.437 -0.968 5.765
H: -4.682 -4.979 0.540
C: 5.934 0.645 -5.436
C: 5.899 -0.326 -4.075
C: 4.779 1.705 -7.787
C: 4.039 -1.539 0.232
O: -3.671 -6.203 2.089
C: 3.416 4.235 1.059
H: 5.618 1.378 -8.534
C: 3.699 3.887 -6.393
H: -0.924 -3.225 7.161
C: -3.876 2.653 3.404
O: 5.666 3.945 0.812
O: -5.082 -3.459 -0.776
H: 1.533 5.357 -5.173
C: -4.598 -0.583 0.961
O: 1.255 1.193 3.696
C: -4.229 -4.498 -0.333
C: 4.664 0.695 -6.485
C: 2.170 0.619 2.861
H: 4.419 2.322 1.142
C: 4.585 -1.287 -3.692
O: -1.482 0.550 0.176
C: -1.121 -2.390 6.482
H: -5.674 0.537 -0.543
H: 2.365 7.147 -5.174
H: -3.180 -2.431 7.147
Cl: 4.645 -4.036 -2.620
C: 1.960 -2.147 -4.609
H: 4.968 -2.242 0.341
C: 5.663 1.061 4.982
C: 6.556 -0.135 5.053
H: 4.732 3.375 2.545
H: -0.423 0.901 -10.589
H: -8.146 -3.022 6.395
H: -3.354 -5.136 -2.206
H: 7.291 -0.154 4.244
H: 0.150 -1.290 3.019
H: -2.339 -0.890 7.451
H: 6.863 1.347 -5.696
H: -3.167 -0.824 -3.922
O: -6.807 -3.410 -2.277
O: 6.135 6.096 0.191
C: -3.413 4.110 5.032
C: 3.795 5.362 -5.676
C: -2.152 3.738 4.322
O: -2.468 -2.076 3.368
O: -5.402 -5.211 -2.157
B: -4.334 1.701 -5.073
O: -1.089 0.647 -9.872
O: -5.684 1.121 -4.842
C: -2.658 0.228 0.208
H: 5.560 -1.924 -1.733
H: 2.952 3.910 0.121
H: -4.804 -0.885 -1.172
C: -2.433 -1.731 6.758
C: -0.025 0.859 3.194
C: 5.346 5.252 0.583
H: 5.996 -1.076 5.048
C: -3.637 -5.858 5.479
C: -2.215 -2.070 4.561
C: 4.556 3.358 1.465
H: -0.282 -1.688 6.529
O: 5.368 1.328 6.340
H: -8.310 -1.430 7.177
H: -4.034 -6.458 -1.224
C: 3.371 -0.260 -6.129
C: 3.335 -1.763 -1.269
H: 4.235 -0.413 0.481
C: 3.319 -1.246 -4.778
O: 0.698 2.506 -8.545
C: -2.182 -0.677 -4.578
C: -6.332 -1.847 6.407
O: -7.254 -2.818 8.254
H: 7.594 6.094 -6.549
H: -3.375 2.188 -3.386
O: -2.848 -1.284 5.481
C: 6.595 5.483 -6.535
H: -5.051 -1.567 1.106
C: -4.157 -5.411 -1.514
C: 5.041 3.226 -7.141
O: -4.051 -5.411 4.201
C: -7.633 -2.273 7.005
H: 2.674 3.321 -6.362
H: -2.127 -7.352 5.882
H: -3.516 3.601 5.996
H: 7.357 3.466 -7.811
C: 0.578 -0.383 -6.309
Cl: 7.456 -0.250 -3.024
H: -1.485 -5.815 5.249
H: 3.762 1.811 -8.392
H: -1.819 4.516 3.627
H: 3.228 -1.935 1.014
H: -3.249 -4.102 -0.052
H: -5.851 -2.649 5.836
H: 2.646 4.301 1.832
C: -2.324 -6.517 5.203
O: -4.508 1.916 2.666
C: -3.418 -6.197 3.282
O: 4.030 5.493 0.853
H: 2.679 5.841 -3.745
O: -4.427 3.646 4.160

The following is a DFT calculation (the ωB97M-V functional and the def2-TZVPD basis) of the molecule C9H9NO2 at a distorted geometry.

Summary:
LUMO (eV): 0.632
Relative energy (zero: lowest compared OMol25 entry of this formula, charge and spin) (eV): 0.988
2S+1: 1
Net charge: 0

Element x y z (Å)
H: -0.958 1.082 -4.032
C: -0.159 0.005 1.494
H: 2.663 1.417 2.551
C: -0.398 -1.325 0.712
H: -1.357 -1.503 -3.901
C: -0.865 0.490 -3.104
C: -0.614 -0.889 -0.692
O: 1.597 -0.469 3.219
N: -0.095 1.036 0.489
C: -1.002 -1.566 -1.782
C: -0.481 0.542 -0.771
H: -1.304 -1.852 1.039
H: 0.300 1.961 0.624
H: -0.733 2.303 -1.923
H: -0.976 0.192 2.219
C: 1.226 0.184 2.330
C: -1.116 -0.871 -3.003
H: 0.548 -1.886 0.946
H: -1.388 -2.574 -1.713
O: 1.907 1.350 1.933
C: -0.619 1.191 -1.924

The following is a DFT calculation (the ωB97M-V functional and the def2-TZVPD basis) of the molecule C3H8N2OS at a distorted geometry.

Summary:
LUMO (eV): 0.494
Relative energy (zero: lowest compared OMol25 entry of this formula, charge and spin) (eV): 6.949
2S+1: 1
Net charge: 0

Element x y z (Å)
N: -2.848 0.296 -0.630
H: 2.505 0.236 -0.601
N: -1.721 -0.314 -0.480
H: 0.923 -1.993 0.624
H: 0.567 -1.356 -0.961
C: 0.740 -1.150 0.031
S: -0.669 -0.114 0.703
H: -3.662 -0.783 0.828
C: 1.698 0.035 0.035
C: 0.621 1.049 0.249
H: 0.705 1.978 0.937
H: 2.286 -0.054 1.017
H: -2.654 1.371 -0.666
H: 0.208 1.346 -0.694
O: -3.823 0.134 0.469